# 1
12
Properties=species:S:1:pos:R:3 method="wB97M-V/def2-TZVPD" gap_ev=11.35 e_homo_ha=-0.3775 e_above_lowest_ev=0.166 max_force_ev_per_a=0.41 smiles=CCCO
C 1.3039 -0.3362 0.7405
C 0.3727 -0.0659 -0.4395
C -1.0234 0.3415 0.0206
O -1.8609 0.7714 -1.0353
H 1.3663 0.5409 1.3956
H 2.3186 -0.5714 0.4046
H 0.9487 -1.1775 1.3473
H 0.7744 0.7389 -1.0665
H 0.3046 -0.9593 -1.0769
H -0.9468 1.1958 0.7021
H -1.4877 -0.4822 0.5879
H -2.0703 0.0040 -1.5803

=====

# 2
19
Properties=species:S:1:pos:R:3 method="wB97M-V/def2-TZVPD" gap_ev=12.32 e_homo_ha=-0.4129 e_above_lowest_ev=0.179 max_force_ev_per_a=1.31 smiles=CCC.CC
C -0.0611 1.1223 -2.2584
C 0.7385 0.6830 -1.0515
C 1.6891 1.6915 -0.4381
H 0.6021 1.3300 -3.0969
H -0.7317 1.9684 -2.1152
H -0.6771 0.3062 -2.6102
H 0.0952 0.2337 -0.2904
H 1.3026 -0.2159 -1.3273
H 1.1698 2.4834 0.0924
H 2.3157 1.2097 0.3166
H 2.3928 2.0711 -1.1734
C -1.7518 -1.2290 1.6237
C -0.4970 -2.0279 1.8591
H -2.1650 -0.8491 2.5567
H -1.5886 -0.3473 1.0083
H -2.4937 -1.7910 1.0864
H 0.2366 -1.4511 2.4375
H 0.0775 -2.2451 0.9604
H -0.6538 -2.9428 2.4204

=====

# 3
10
Properties=species:S:1:pos:R:3 method="wB97M-V/def2-TZVPD" gap_ev=11.57 e_homo_ha=-0.3802 e_above_lowest_ev=3.201 max_force_ev_per_a=5.80 smiles="C#C.C=C"
C 0.1530 0.8092 2.5129
C 0.9674 1.4923 2.0043
H -0.5480 0.1049 3.1209
H 1.9816 1.7540 1.5073
C -0.7138 -1.0830 -1.1007
C -0.0326 -0.4227 -1.9523
H -0.4867 -1.0803 -0.0507
H -1.8572 -1.0466 -1.2998
H 0.9382 -0.1363 -1.6691
H -0.4019 -0.3915 -3.0728

=====

# 4
28
Properties=species:S:1:pos:R:3 method="wB97M-V/def2-TZVPD" gap_ev="6.41 / 6.38" e_homo_ha="-0.2554 / -0.2549" e_above_lowest_ev=3.749 max_force_ev_per_a=5.34
C -3.8771 -0.6228 -0.1488
C -2.9866 -1.6585 -0.1996
C -3.4415 0.6019 0.3095
C -1.7004 -1.4945 0.1637
C -2.1680 0.6975 0.9175
C -1.2670 -0.4104 0.7827
C 0.6674 2.0878 -1.5464
C 1.8016 1.3676 -0.7082
C 1.5817 1.2936 0.8742
O 0.3945 -0.3715 3.1656
Si 2.2888 -2.6715 -0.4100
Si 0.5121 -0.1327 1.5332
H -4.8647 -0.7855 -0.3664
H -3.1771 -2.6302 -0.6612
H -4.2593 1.4220 0.5387
H -1.1027 -2.4127 0.1656
H -1.7656 1.6321 1.3332
H -0.3146 1.6604 -1.2671
H 0.7797 3.1305 -1.5407
H 0.6753 1.8102 -2.5682
H 2.0554 0.3974 -1.1204
H 2.7177 1.9315 -0.8664
H 1.0960 2.1376 1.2565
H 2.6137 1.3635 1.2481
H -0.0347 0.2726 3.6806
H 1.8779 -3.8289 0.3416
H 2.6556 -3.0014 -1.9289
H 3.5840 -2.1680 0.2274

=====

# 5
63
Properties=species:S:1:pos:R:3 method="wB97M-V/def2-TZVPD" gap_ev=11.07 e_homo_ha=-0.4034 e_above_lowest_ev=0.000 max_force_ev_per_a=1.55
Li -1.0982 -0.4286 0.3517
P -4.6832 -0.6498 0.6057
F -6.2204 -1.0667 0.2912
F -5.1279 0.2171 1.8833
F -4.4947 -1.9790 1.5160
F -3.1382 -0.2367 0.9237
F -4.1744 -1.4943 -0.6889
F -4.8354 0.6662 -0.3374
C -2.2476 4.9079 1.4006
C -0.8518 4.9906 0.7859
O -0.3721 3.6329 0.9391
C -1.3335 2.8439 1.4103
O -1.2346 1.6631 1.5417
O -2.4722 3.5383 1.6610
H -3.0202 5.3739 0.7912
H -2.2599 5.4500 2.3524
H -0.1736 5.6242 1.3467
H -0.8891 5.2245 -0.2751
C 4.7232 -2.2882 2.0318
C 4.4492 -1.2817 0.9223
O 3.0742 -1.2120 0.5081
C 2.1577 -0.6549 1.2728
O 1.0168 -0.5312 0.9535
O 2.6560 -0.2297 2.4308
C 1.8023 0.6514 3.1688
H 4.3272 -3.2900 1.8712
H 4.4038 -1.9273 3.0032
H 5.8114 -2.3996 1.9820
H 4.9864 -1.4765 -0.0027
H 4.8040 -0.3034 1.2551
H 1.5277 1.4480 2.4792
H 2.3706 1.0759 3.9956
H 0.9473 0.1773 3.6473
C 2.8443 2.1655 -2.8898
C 1.6976 1.5029 -2.1456
O 0.4693 2.1429 -2.5336
C -0.6067 1.7045 -1.9238
O -0.6845 0.7078 -1.2477
O -1.6251 2.4900 -2.2113
C -2.9199 2.1973 -1.6858
H 3.1615 3.0629 -2.3583
H 2.5602 2.4730 -3.8946
H 3.6794 1.4713 -2.9630
H 1.8347 1.5339 -1.0646
H 1.6136 0.4435 -2.3970
H -3.5849 3.0145 -1.9333
H -2.8701 1.9906 -0.6154
H -3.2866 1.2610 -2.1124
C 1.8477 -3.8623 -2.8071
C 1.0588 -3.0057 -1.8134
O 0.3100 -3.9454 -1.0210
C -0.7495 -3.4648 -0.3826
O -1.1208 -2.3227 -0.4194
O -1.3303 -4.4398 0.2613
C -2.4890 -4.1130 1.0385
H 2.2457 -4.7267 -2.2828
H 2.6417 -3.2421 -3.2263
H 1.2197 -4.1923 -3.6311
H 0.3646 -2.3318 -2.3224
H 1.6437 -2.3537 -1.1635
H -2.2689 -3.3276 1.7575
H -2.7775 -4.9970 1.6033
H -3.3102 -3.8722 0.3671

=====

# 6
49
Properties=species:S:1:pos:R:3 method="wB97M-V/def2-TZVPD" gap_ev=6.86 e_homo_ha=-0.3901 max_force_ev_per_a=11.40 charge=+1
F -0.6681 -2.4787 4.1995
C -0.2898 -1.2125 3.5295
C -1.5307 -0.3983 2.8305
C -3.0295 -0.9115 3.2775
C -4.2714 0.1521 3.6029
N -5.4437 -0.7663 3.9661
C -5.0337 -2.2222 3.8799
N -3.5891 -2.3294 3.4438
H 0.1458 -0.5014 4.3814
H 0.5481 -1.5014 2.7305
H -1.4285 -0.3291 1.6431
H -1.4546 0.7348 3.1987
H -4.2704 1.3335 3.5590
H -6.4241 -0.4984 4.2466
H -5.6199 -3.2169 4.0746
H -3.0450 -3.2121 3.2975
C -2.3622 0.9921 -3.2898
C -2.4839 -0.3691 -2.6100
O -1.2634 -0.5384 -1.8926
S -0.7339 0.9221 -1.3957
O -1.1493 1.1097 -0.0234
O 0.6327 1.0860 -1.8339
O -1.6966 1.8309 -2.3471
H -1.7402 0.9295 -4.1886
H -3.3373 1.4115 -3.5516
H -2.6259 -1.1814 -3.3267
H -3.3051 -0.3756 -1.8855
C 2.8584 -3.3549 -2.2275
C 3.4373 -2.1360 -1.5142
O 2.3349 -1.2497 -1.3354
S 0.9757 -2.1286 -1.1341
O 0.7144 -2.2369 0.2841
O -0.0108 -1.6684 -2.0834
O 1.5685 -3.5562 -1.6523
H 2.7279 -3.1606 -3.2970
H 3.4788 -4.2451 -2.0933
H 4.2303 -1.6537 -2.0907
H 3.8194 -2.4038 -0.5234
C 4.1295 3.7118 -0.0873
C 3.8285 4.6708 -1.2360
O 3.5509 3.8347 -2.3570
S 2.8527 2.4577 -1.8310
O 1.4203 2.5943 -1.9757
O 3.5942 1.3376 -2.3620
O 3.2223 2.6232 -0.2518
H 5.1490 3.3192 -0.1584
H 3.9886 4.1812 0.8900
H 4.6659 5.3388 -1.4511
H 2.9328 5.2656 -1.0283

=====

# 7
14
Properties=species:S:1:pos:R:3 method="wB97M-V/def2-TZVPD" gap_ev=9.78 e_homo_ha=-0.3442 e_above_lowest_ev=0.981 max_force_ev_per_a=0.68 smiles="N[C@@H](CS)C(=O)O"
N 0.9578 1.2601 0.8232
C 0.2632 0.0324 0.4567
C -0.7286 0.2422 -0.6751
S -2.3523 0.9034 -0.1215
C 1.2559 -1.0908 0.1261
O 1.2961 -2.1048 0.7492
O 2.1946 -0.8256 -0.8271
H 1.8175 1.3613 0.3015
H 1.1977 1.2293 1.8039
H -0.2227 -0.3473 1.3402
H -0.3618 0.9699 -1.3840
H -0.9311 -0.6994 -1.1616
H -2.3051 2.0163 -0.8498
H 1.8766 -0.5033 -1.6766

=====

# 8
26
Properties=species:S:1:pos:R:3 method="wB97M-V/def2-TZVPD" gap_ev=10.25 e_homo_ha=-0.5036 e_above_lowest_ev=3.433 max_force_ev_per_a=6.21 charge=+1
C -0.2930 -1.5412 -3.3883
C 0.1686 -1.9219 -1.9347
C -0.7039 -1.4636 -0.7559
C 0.1650 -0.5739 0.2827
C 0.5981 0.8210 -0.2227
C -0.1920 1.8587 0.3935
N 0.0085 2.0492 1.9292
H -0.6862 -0.5732 -3.4275
H 0.5408 -1.5833 -4.1493
H -1.1844 -2.0591 -3.7856
H 1.1974 -1.3328 -1.9058
H 0.1735 -3.0360 -2.1296
H -1.6801 -0.8508 -1.0993
H -1.1352 -2.2520 -0.2966
H -0.5843 -0.5782 1.2375
H 1.0994 -0.8875 0.8337
H 1.6561 1.0069 -0.3413
H 0.2927 0.6481 -1.3304
H -1.3470 2.0309 0.0620
H 0.2520 2.8210 -0.0967
H -0.6408 2.7600 2.3620
H -0.0427 1.1829 2.4525
H 1.0233 2.3145 2.2956
H -0.2145 0.5995 4.8360
H 1.1864 0.1144 4.2043
O 0.3424 0.4464 3.9747

=====

# 9
113
Properties=species:S:1:pos:R:3 method="wB97M-V/def2-TZVPD" gap_ev=6.25 e_homo_ha=-0.2576 e_above_lowest_ev=1.253 max_force_ev_per_a=1.58
Zn -0.5897 -0.0253 -0.8336
C 2.2522 -3.8460 2.4974
Si 2.2619 -2.8781 0.8726
C 1.8057 -4.1518 -0.4731
C 4.0736 -2.3697 0.5372
N 1.2991 -1.4771 0.6483
P 0.2489 -0.8167 1.6574
C -0.6769 0.5638 1.0801
P 0.2554 1.9921 0.5902
N 0.9333 1.8102 -0.8641
Si 1.4989 3.1438 -1.8066
C 1.9600 4.7726 -0.9496
C 3.0419 2.5515 -2.7634
C 0.2416 3.6543 -3.1355
C 1.3997 2.6376 1.8439
C 2.7573 2.7264 1.5572
C 3.6260 3.3211 2.4590
C 3.1422 3.8106 3.6606
C 1.7941 3.6850 3.9707
C 0.9226 3.0986 3.0680
C -0.9747 3.3547 0.4810
C -0.8096 4.6257 1.0247
C -1.7438 5.6254 0.7857
C -2.8585 5.3674 0.0046
C -3.0287 4.1065 -0.5513
C -2.0888 3.1157 -0.3252
C -0.9927 -2.1132 2.0417
C -1.9187 -2.4645 1.0608
C -2.7821 -3.5352 1.2306
C -2.7022 -4.3017 2.3860
C -1.7722 -3.9816 3.3618
C -0.9279 -2.8927 3.1954
C 0.9174 -0.5139 3.3259
C 0.0347 -0.2875 4.3816
C 0.5151 -0.1371 5.6714
C 1.8794 -0.1983 5.9149
C 2.7639 -0.3948 4.8659
C 2.2833 -0.5457 3.5727
H 3.1408 -4.4786 2.5640
H 1.3728 -4.4891 2.5686
H 2.2494 -3.1841 3.3644
H 2.1374 -5.1508 -0.1785
H 2.2775 -3.9296 -1.4372
H 0.7231 -4.1975 -0.6184
H 4.6026 -3.1435 -0.0282
H 4.6191 -2.2255 1.4734
H 4.1368 -1.4330 -0.0214
H 2.2712 4.6413 0.0850
H 1.1024 5.4480 -0.9515
H 2.7760 5.2657 -1.4828
H 3.7531 2.0153 -2.1298
H 3.5640 3.4164 -3.1815
H 2.7738 1.9073 -3.6076
H -0.7503 3.7825 -2.6973
H 0.1548 2.9263 -3.9470
H 0.5376 4.6079 -3.5810
H 3.1113 2.3486 0.6044
H 4.6790 3.4094 2.2201
H 3.8165 4.2743 4.3700
H 1.4230 4.0473 4.9210
H -0.1336 3.0156 3.2948
H 0.0544 4.8446 1.6374
H -1.5931 6.6120 1.2064
H -3.5895 6.1451 -0.1773
H -3.8955 3.9034 -1.1695
H -2.2083 2.1415 -0.7822
H -1.9716 -1.8888 0.1402
H -3.5108 -3.7665 0.4663
H -3.3613 -5.1505 2.5183
H -1.6979 -4.5862 4.2579
H -0.2166 -2.6496 3.9731
H -1.0299 -0.2605 4.1821
H -0.1755 0.0248 6.4903
H 2.2535 -0.0720 6.9238
H 3.8294 -0.4355 5.0561
H 2.9598 -0.7106 2.7421
C 0.8881 -2.8942 -3.9720
C 0.1605 -2.2330 -2.7816
N 0.6566 -0.8649 -2.6066
C 0.4988 -0.1025 -3.8456
C 1.4101 -0.6977 -4.9419
N 1.9872 -1.9714 -4.4091
C 2.8943 -1.6590 -3.2585
C 2.0680 -0.8788 -2.2166
H 0.2233 -3.0519 -4.8202
H 1.3358 -3.8472 -3.6932
H 0.3503 -2.7791 -1.8570
H -0.9176 -2.2111 -2.9497
H 0.7561 0.9360 -3.6392
H -0.5460 -0.1342 -4.1424
H 2.2388 -0.0359 -5.1924
H 0.8578 -0.9197 -5.8536
H 2.5237 -2.4244 -5.1442
H 3.7380 -1.0807 -3.6337
H 3.2731 -2.6000 -2.8594
H 2.3957 0.1531 -2.1221
H 2.1402 -1.3195 -1.2270
O -5.3693 -3.6168 -3.3921
S -4.7262 -3.2241 -2.1719
O -4.3908 -4.2600 -1.2354
N -3.3779 -2.3096 -2.5274
C -3.5537 -1.0786 -2.1633
S -2.4618 0.1816 -2.5666
C -4.8179 -0.7836 -1.4421
C -5.2165 0.4104 -0.8662
C -6.4498 0.4490 -0.2297
C -7.2613 -0.6787 -0.1749
C -6.8550 -1.8807 -0.7452
C -5.6263 -1.9062 -1.3648
H -4.5688 1.2748 -0.9133
H -6.7830 1.3693 0.2321
H -8.2230 -0.6244 0.3180
H -7.4786 -2.7639 -0.7038

=====

# 10
84
Properties=species:S:1:pos:R:3 method="wB97M-V/def2-TZVPD" gap_ev="9.53 / 3.34" e_homo_ha="-0.5659 / -0.5625" spin_multiplicity=2 max_force_ev_per_a=5.57 charge=+2
Ca 10.8793 -17.5141 -2.2831
B 12.8388 -18.6448 -3.1226
H 12.3508 -18.8932 -2.1928
H 13.5477 -19.4279 -3.3427
H 12.1146 -18.4927 -3.9078
H 13.3037 -17.6753 -3.0319
C 16.7681 -22.9965 -0.0204
N 16.7641 -22.4245 -1.4225
C 18.1472 -22.5765 -1.9828
C 15.8229 -23.3037 -2.3425
C 16.4176 -20.8686 -1.4924
C 14.9947 -20.5992 -1.0430
O 14.8424 -19.1492 -1.1145
H 16.9456 -24.0693 -0.0959
H 15.8591 -22.8786 0.5695
H 17.5247 -22.4009 0.4905
H 18.0784 -22.2265 -3.0129
H 18.4586 -23.6202 -2.0250
H 18.8874 -21.9963 -1.4319
H 15.6804 -22.7386 -3.2636
H 14.8376 -23.2942 -1.8764
H 16.1892 -24.3302 -2.3594
H 16.6967 -20.6036 -2.5122
H 17.0119 -20.4355 -0.6878
H 14.8936 -20.7873 0.0259
H 14.1546 -20.9647 -1.6335
H 14.0296 -19.0165 -1.6078
C 10.5874 -22.4055 -6.4268
N 11.4557 -23.5502 -5.8252
C 10.5369 -24.7038 -5.6145
C 12.4981 -23.9990 -6.8956
C 12.1684 -23.3850 -4.3712
C 11.3752 -22.6703 -3.2982
O 11.0870 -21.3113 -3.6700
H 9.9067 -22.0791 -5.6406
H 10.0174 -22.7205 -7.3008
H 11.3527 -21.6570 -6.6324
H 11.2137 -25.4857 -5.2702
H 10.1037 -25.0971 -6.5341
H 9.7464 -24.6820 -4.8644
H 13.3426 -23.3106 -6.8663
H 11.9624 -23.8505 -7.8331
H 12.8434 -25.0326 -6.8714
H 13.0879 -22.8635 -4.6372
H 12.5344 -24.3872 -4.1486
H 11.8409 -22.7523 -2.3161
H 10.4162 -23.1847 -3.2373
H 11.7960 -20.7151 -3.4181
C 13.7536 -18.4609 -6.8906
N 15.3072 -18.1179 -6.8752
C 16.0011 -19.2850 -6.0435
C 15.8584 -18.1772 -8.3459
C 15.6776 -16.7361 -6.2559
C 14.8187 -16.2190 -5.0765
O 15.4588 -16.6446 -3.8802
H 13.3892 -18.4063 -5.8648
H 13.5235 -19.4810 -7.1981
H 13.3396 -17.5965 -7.4098
H 16.9897 -18.8988 -5.7956
H 15.9271 -20.2157 -6.6061
H 15.4610 -19.5582 -5.1370
H 16.9245 -17.9515 -8.3668
H 15.3391 -17.3344 -8.8020
H 15.5290 -19.0883 -8.8454
H 15.3455 -16.2370 -7.1662
H 16.7592 -16.6328 -6.1682
H 13.7884 -16.5747 -5.0834
H 14.6013 -15.1510 -5.0964
H 14.7509 -16.9975 -3.3362
B 9.9087 -19.7704 -0.9881
F 9.4854 -19.7220 -2.2588
F 9.1550 -20.5217 -0.2014
F 11.1331 -20.3992 -0.9865
F 9.8193 -18.4681 -0.4406
B 10.4115 -16.6875 -5.3048
F 11.2424 -16.1398 -4.3456
F 10.9973 -17.4538 -6.3217
F 9.7231 -17.5844 -4.6295
F 9.5606 -15.7312 -5.7127
B 12.5068 -15.7286 -0.6824
F 12.1433 -14.5589 0.0586
F 13.8423 -15.8814 -0.6066
F 11.8360 -16.9243 -0.3341
F 12.2190 -15.6262 -2.0118

=====

# 11
54
Properties=species:S:1:pos:R:3 method="wB97M-V/def2-TZVPD" gap_ev=9.53 e_homo_ha=-0.3264 e_above_lowest_ev=0.323 max_force_ev_per_a=0.24 smiles="Cc1n[nH]c(C)c1CC(=O)N1CC(=O)NC[C@H]1C(=O)N[C@H]1CCCN(C)C1=O"
C -2.2089 -0.6435 -2.3828
C -1.2985 -1.5437 -3.1515
N -1.7457 -2.6524 -3.7121
N -0.6615 -3.2037 -4.2883
C 0.4663 -2.4824 -4.1103
C 1.7845 -2.9181 -4.6524
C 0.0913 -1.3813 -3.3772
C 0.9536 -0.2662 -2.8939
C 1.1338 -0.2866 -1.3796
O 0.6099 -1.1420 -0.6813
N 1.8977 0.6966 -0.8243
C 2.5927 1.7396 -1.5621
C 4.0903 1.4816 -1.4802
O 4.8288 1.5348 -2.4435
N 4.4703 1.1432 -0.2282
C 3.5712 1.2450 0.9085
C 2.1879 0.6438 0.6050
C 1.0966 1.3726 1.4194
O 1.3119 2.3910 2.0473
N -0.1149 0.7747 1.3220
C -1.1813 1.1414 2.2174
C -2.5489 1.0344 1.5626
C -3.5941 1.4368 2.5907
C -3.5701 0.4786 3.7667
N -2.2266 0.1746 4.2420
C -2.1777 -0.5913 5.4731
C -1.0863 0.3084 3.5085
O -0.0185 -0.1615 3.8569
H -1.6628 0.2080 -1.9767
H -3.0144 -0.2672 -3.0144
H -2.6577 -1.1811 -1.5472
H -0.7572 -4.0735 -4.7800
H 2.5692 -2.2302 -4.3433
H 2.0536 -3.9099 -4.2856
H 1.7793 -2.9483 -5.7433
H 1.9344 -0.3019 -3.3738
H 0.5212 0.6999 -3.1710
H 2.3083 1.7500 -2.6062
H 2.3562 2.7186 -1.1317
H 5.4461 0.9395 -0.0855
H 4.0099 0.6934 1.7374
H 3.4415 2.2768 1.2368
H 2.1561 -0.4073 0.8938
H -0.1443 -0.1304 0.8658
H -1.0094 2.1790 2.5137
H -2.5818 1.6759 0.6811
H -2.7261 0.0062 1.2272
H -3.3863 2.4552 2.9298
H -4.5971 1.4363 2.1625
H -4.1260 0.9033 4.6072
H -4.0731 -0.4576 3.4924
H -1.1389 -0.7925 5.7146
H -2.6445 -0.0261 6.2822
H -2.7101 -1.5405 5.3620